153
Properties=species:S:1:pos:R:3:forces:R:3:lowdin_charge:R:1 method="wB97M-V/def2-TZVPD" multiplicity=1 e_tot_ev=-138818.6759 charge=0 smiles="CCCCc1cc(N=C(C)C)c2nsnc2c1CCOC=O.O=C1OCCO1.O=C1OCCO1.O=C1OCCO1.O=C1OCCO1.O=C1OCCO1.O=C1OCCO1.O=C1OCCO1.O=C1OCCO1.O=C1OCCO1.O=C1OCCO1.O=C1OCCO1"
C 0.620439 2.558359 1.597007 -0.3227 -1.0511 -0.5895 -0.115
C -0.273773 3.306972 0.431303 0.3315 -0.2413 -0.0062 -0.241
C -1.528569 4.197110 1.001887 -0.1153 0.4080 -1.1714 -0.190
C -2.538953 3.392989 2.019116 -0.6173 -0.4897 0.4561 -0.189
C -3.865539 2.745139 1.296941 -2.6009 -2.2020 -1.9035 -0.074
C -5.219343 3.702819 1.251430 -1.9714 -2.7037 -1.4545 0.033
C -6.663570 3.245869 0.624221 2.7923 -1.8615 0.1375 -0.158
N -7.882977 4.186294 0.664353 1.8953 -1.1020 5.5848 0.035
C -8.355001 4.105973 1.974842 0.8763 -0.3405 -1.3307 -0.277
C -8.600417 2.622945 2.707207 0.3571 0.6186 -0.0687 -0.076
C -8.726733 5.417172 2.910156 -1.3279 -0.3425 -0.2870 -0.081
C -6.727495 1.715734 -0.047119 -0.0266 -0.3016 -0.0900 -0.183
N -7.969930 1.074443 -0.698306 7.2522 -0.5981 1.9556 -0.269
S -7.314955 -0.515009 -1.159589 1.8527 2.5386 1.7909 0.857
N -5.629383 -0.597475 -0.629692 -2.3190 5.7814 1.4891 -0.282
C -5.360250 0.753570 0.005007 -1.0493 -0.8890 -0.6970 -0.182
C -3.921834 1.201257 0.656174 -1.5075 3.9827 0.7981 -0.046
C -2.571223 0.275198 0.769988 -0.0952 -0.0211 0.7593 -0.144
C -2.165859 -0.531457 -0.598626 -1.1512 1.2498 -0.9796 -0.167
O -0.833361 -1.201329 -0.529289 -0.9431 -1.7627 3.3529 -0.156
C -0.734333 -2.063517 0.660555 3.0903 3.0753 5.2857 -0.139
O -0.050932 -1.647469 1.762947 -4.3136 -2.7441 -7.6299 -0.058
H 0.238868 2.738448 2.688981 0.8621 -0.1691 -2.0888 0.077
H 1.761735 2.811417 1.497569 -2.2591 -0.3236 0.3606 0.073
H 0.511298 1.389939 1.383348 0.4024 2.3527 0.7231 0.063
H -0.717540 2.482167 -0.274916 0.8249 1.6129 1.3677 0.081
H 0.491442 3.928860 -0.231544 -2.1408 -1.1234 1.4811 0.093
H -1.152549 5.229908 1.458125 -0.7532 -2.4345 -0.7286 0.118
H -2.188421 4.491852 0.052451 1.4141 -0.5303 2.0223 0.122
H -2.011733 2.496769 2.605182 -1.0106 2.1014 -1.3147 0.112
H -2.931708 4.160766 2.835544 0.7247 -1.7238 -1.7322 0.117
H -5.164816 4.788019 1.724420 -0.1274 -2.5569 -1.1417 0.106
H -8.868301 1.877353 1.823955 0.6660 1.5167 2.1047 0.077
H -7.634189 2.265502 3.305049 -2.0812 0.7456 -1.4348 0.097
H -9.495315 2.702594 3.490010 1.9481 -0.0757 -1.8452 0.085
H -7.941404 5.607082 3.783922 -1.3659 -0.7588 -2.1849 0.099
H -8.855764 6.407005 2.282188 0.3891 -2.1686 1.1903 0.086
H -9.750769 5.176616 3.473699 2.1756 0.6071 -1.2733 0.081
H -1.621369 0.936383 1.059899 -2.3237 -1.2549 -0.7462 0.096
H -2.737338 -0.432947 1.716301 0.3500 1.2096 -2.2336 0.137
H -2.966032 -1.292633 -0.985569 1.3756 1.3748 1.0618 0.122
H -2.047657 0.293969 -1.452916 -0.0553 -1.9016 1.8857 0.150
H -1.269970 -3.124036 0.760303 0.9331 2.3222 -0.8686 0.165
O -1.205218 -8.432284 -2.650333 0.6658 2.3042 0.7243 0.127
C -0.954368 -7.298157 -2.278160 -0.7088 -1.9060 -0.5284 -0.519
O 0.094400 -6.965142 -1.470285 -0.6797 -0.5941 -0.7049 0.038
C 0.171723 -5.552049 -1.458471 0.7874 0.7261 0.3887 -0.129
C -1.216721 -5.129137 -1.813946 -0.6026 1.3891 0.3382 -0.160
O -1.687044 -6.196580 -2.614868 0.5006 -1.1855 0.0078 0.058
H 0.478427 -5.188824 -0.473769 -0.0032 -0.2486 -0.0971 0.135
H 0.909578 -5.232210 -2.201677 0.0037 -0.0182 0.0819 0.128
H -1.863082 -5.034980 -0.934942 0.2184 -0.0401 -0.3664 0.098
H -1.235388 -4.188530 -2.371233 -0.0442 -0.1983 -0.1271 0.135
O 1.226675 6.201883 0.259483 1.7098 0.2209 -1.9786 0.123
C 2.005132 6.258781 -0.677774 -1.4622 -0.1897 1.6906 -0.504
O 2.911804 7.261334 -0.868315 -0.8199 -0.5035 0.3317 0.065
C 3.764340 6.850151 -1.920485 1.0483 0.3845 -0.3242 -0.137
C 2.931577 5.862194 -2.671110 0.2129 -0.4680 -1.0950 -0.142
O 2.082101 5.328059 -1.673510 -0.1762 0.6212 0.9510 0.047
H 4.056458 7.703463 -2.538679 -0.1233 -0.0209 0.2372 0.135
H 4.663882 6.397635 -1.490209 -0.1159 -0.0259 -0.0533 0.134
H 2.316148 6.335401 -3.443522 0.0010 -0.0072 0.0873 0.136
H 3.534190 5.073771 -3.130354 -0.2142 -0.0110 0.2289 0.130
O 4.844050 3.310073 -1.365838 -1.3033 -1.7499 0.0110 0.117
C 4.123662 2.325927 -1.379316 0.8038 1.3681 -0.1203 -0.506
O 4.329641 1.208197 -0.623190 0.2999 1.1444 -0.5809 0.053
C 3.171576 0.405045 -0.752733 -0.5375 -0.9784 0.6229 -0.118
C 2.588345 0.850760 -2.054337 -0.8918 -0.8204 -0.5857 -0.131
O 3.006636 2.198819 -2.153753 1.1742 0.5298 0.6559 0.055
H 3.434308 -0.656369 -0.755847 0.1279 0.2419 0.0650 0.141
H 2.506417 0.604745 0.093888 0.0558 -0.0020 -0.0870 0.125
H 2.990503 0.291879 -2.905935 0.0306 0.0441 0.0534 0.141
H 1.497170 0.781217 -2.066939 0.2578 0.2060 -0.0036 0.119
O 4.703567 -10.499706 -5.006643 -2.1040 0.3145 1.7588 0.131
C 3.775317 -10.359418 -4.227954 1.9848 -0.2711 -1.6707 -0.517
O 3.089980 -9.192924 -4.046078 0.7717 -0.7209 -0.2324 0.060
C 1.964618 -9.498045 -3.243948 -1.0183 0.6791 0.2339 -0.145
C 2.382715 -10.738542 -2.523286 -0.5040 -0.4283 0.9307 -0.137
O 3.287304 -11.348930 -3.423985 0.4329 0.5217 -0.7115 0.063
H 1.741180 -8.674508 -2.560208 0.0910 -0.0710 -0.2322 0.122
H 1.100533 -9.664104 -3.895765 0.0579 0.0065 0.1156 0.135
H 2.907987 -10.521362 -1.587220 -0.0240 0.0002 -0.0785 0.136
H 1.539106 -11.401346 -2.311927 0.2407 0.0022 -0.1082 0.139
O -7.000417 -3.059198 -4.314287 -1.8095 1.8365 -1.0989 0.129
C -7.791310 -2.266782 -4.798280 1.7134 -1.7233 1.0816 -0.522
O -8.794621 -1.655533 -4.103144 0.6681 -0.6126 -0.3685 0.025
C -9.332950 -0.657705 -4.950192 -0.7047 0.8759 0.3007 -0.142
C -8.978816 -1.141477 -6.318967 -0.4536 0.3033 -0.9881 -0.143
O -7.788626 -1.876609 -6.106490 0.2198 -0.2922 0.8624 0.062
H -10.413267 -0.568757 -4.806516 0.2139 -0.1015 0.1392 0.139
H -8.861715 0.301256 -4.710579 -0.0265 -0.0807 -0.0145 0.137
H -9.738692 -1.811206 -6.735319 0.0609 0.0478 0.0491 0.136
H -8.807279 -0.319501 -7.019387 0.1226 -0.2284 0.0718 0.137
O 2.081552 -2.412586 -5.727929 -1.6117 -2.1419 0.0053 0.127
C 1.361164 -3.396732 -5.741407 1.4560 2.0096 -0.0230 -0.513
O 1.567144 -4.514462 -4.985281 0.1367 0.8961 -0.4866 0.063
C 0.409078 -5.317614 -5.114824 -0.3351 -0.9068 0.6108 -0.133
C -0.174152 -4.871899 -6.416427 -0.8243 -0.6286 -0.6602 -0.127
O 0.244138 -3.523839 -6.515844 0.8296 0.3774 0.5876 0.065
H 0.671811 -6.379028 -5.117938 0.1148 0.2026 0.0690 0.146
H -0.256081 -5.117914 -4.268203 0.0432 -0.0116 -0.2204 0.108
H 0.228005 -5.430780 -7.268025 -0.0127 0.0494 0.0935 0.139
H -1.265328 -4.941441 -6.429030 0.1928 0.1745 -0.0493 0.143
O 4.164177 2.714083 4.917411 1.4668 0.1242 -1.6630 0.113
C 4.942635 2.770981 3.980153 -1.0565 -0.0373 1.2386 -0.505
O 5.849307 3.773534 3.789612 -1.2934 -0.6178 0.6216 0.064
C 6.701843 3.362352 2.737443 1.2314 0.4512 -0.5295 -0.138
C 5.869079 2.374395 1.986818 0.2519 -0.1078 -1.2416 -0.129
O 5.019603 1.840259 2.984417 -0.3368 0.5561 1.2290 0.068
H 6.993960 4.215664 2.119248 -0.2281 0.0238 0.1635 0.143
H 7.601384 2.909836 3.167719 -0.7941 0.3448 -0.4631 0.071
H 5.253651 2.847601 1.214405 0.0903 -0.0979 0.0825 0.113
H 6.471693 1.585972 1.527573 -0.2219 0.0240 0.1554 0.144
O 0.097232 2.526275 -2.558733 -0.3363 -0.1063 -2.8395 0.116
C 0.001901 2.499550 -3.774414 0.1559 0.1568 2.3793 -0.494
O -0.429690 1.420974 -4.491267 0.3988 0.6307 0.7459 0.064
C -0.611549 1.859526 -5.824515 -0.5349 -0.5758 -0.9195 -0.136
C 0.287581 3.049216 -5.920392 0.4097 0.4773 -0.9560 -0.138
O 0.314125 3.544701 -4.595287 -0.2546 -0.5816 0.8272 0.066
H -0.337569 1.072370 -6.532300 -0.0511 0.0097 0.2777 0.140
H -1.665345 2.118812 -5.970686 0.0893 -0.0026 0.0366 0.137
H 1.306607 2.780259 -6.217958 -0.0891 -0.0020 0.0385 0.138
H -0.095962 3.806179 -6.610002 0.0943 -0.0065 0.2538 0.138
O 0.864177 4.288743 10.510741 1.7209 0.1579 -2.0206 0.125
C 1.642635 4.345641 9.573484 -1.6425 -0.2597 1.7875 -0.519
O 2.549307 5.348195 9.382943 -0.7629 -0.4950 0.3357 0.057
C 3.401843 4.937012 8.330773 0.9319 0.4327 -0.3834 -0.142
C 2.569079 3.949055 7.580148 0.3203 -0.4883 -1.2108 -0.142
O 1.719603 3.414919 8.577748 -0.1987 0.6022 1.0748 0.063
H 3.693960 5.790324 7.712579 -0.1054 -0.0572 0.2346 0.137
H 4.301384 4.484496 8.761049 -0.0739 0.0111 -0.0249 0.133
H 1.953651 4.422261 6.807736 0.0814 -0.0411 0.0674 0.140
H 3.171693 3.160632 7.120904 -0.2714 0.1020 0.0690 0.117
O -2.344846 -6.217176 0.654378 1.2116 -1.2702 1.9814 0.129
C -1.742922 -6.804946 1.537496 -1.0413 0.8322 -1.2201 -0.482
O -0.521416 -7.393469 1.379265 -1.0557 0.5294 -0.1714 0.055
C -0.071867 -7.761021 2.669909 1.0734 -0.3440 0.3989 -0.131
C -1.338330 -7.877632 3.454425 -0.1194 -0.5991 1.0379 -0.134
O -2.204123 -6.960571 2.812930 0.1954 0.3978 -1.1981 0.076
H 0.483574 -8.702189 2.633487 -0.0889 0.1978 -0.1867 0.140
H 0.586150 -6.973791 3.052487 -0.0727 -0.0564 -0.0345 0.140
H -1.776704 -8.879383 3.394249 0.0344 0.1019 -0.0187 0.139
H -1.202185 -7.611852 4.506321 -0.1810 0.0661 -0.2141 0.141
O 8.881846 1.786719 3.657835 1.5018 0.6870 2.3282 0.125
C 9.290985 2.360562 4.653322 -0.4461 -1.0991 -1.4593 -0.486
O 10.280855 1.886860 5.465256 -0.8840 0.1126 -0.8105 0.075
C 10.614078 2.931702 6.359805 0.9138 0.1104 0.7156 -0.136
C 9.378215 3.771409 6.382735 -0.2953 0.7914 0.8746 -0.130
O 8.817412 3.560154 5.100944 0.3120 -0.9152 -0.6594 0.063
H 10.864475 2.532238 7.346400 -0.0302 -0.0958 -0.2658 0.140
H 11.480106 3.472774 5.964433 -0.0847 -0.0487 0.0174 0.138
H 8.661471 3.439861 7.141452 0.0569 0.0153 -0.0961 0.140
H 9.597889 4.830934 6.540247 -0.1640 -0.1570 -0.1836 0.140